Formula: C3H5ClS
Source: the OMol25 dataset
Level of theory: the ωB97M-V functional and the def2-TZVPD basis

Element x y z (Å)
H 0.7286 1.1719 1.1420
C 0.2502 -0.4652 -0.1714
H 0.5481 -0.6252 -1.2809
H -1.3996 0.0586 -1.2897
H -1.2706 0.8863 0.3051
H -1.8839 -0.7103 0.3861
C 1.0966 0.6020 0.3342
Cl 2.6170 1.0508 -0.2258
S 0.5329 -1.9237 1.0081
C -1.2192 -0.0453 -0.2076

Forces on atoms 1 to 6 (eV/Å):
H -0.14 0.63 0.90
C 0.27 -0.97 -2.26
H -0.07 -0.55 1.96
H -0.95 0.07 0.72
H -0.45 1.09 0.09
H 0.41 0.09 -1.00

## Properties
Orbital gap (spin up / spin down), eV: 8.054 / 6.532
Electronic energy, a.u.: -975.57461
Charge: 0
Largest force on an atom, eV/A: 2.47